The following is a DFT calculation (wB97M-V/def2-TZVPD) of an isolated molecule of C24H29N7O3S in a non-equilibrium geometry.

Geometry as XYZ:
```
64
Properties=species:S:1:pos:R:3
O -0.39067 -2.21925 -0.76892
C -1.18259 -1.34209 -1.05049
N -2.51138 -1.52429 -1.15922
H -3.08741 -0.71559 -1.33206
C -3.19614 -2.79706 -0.98363
H -4.25997 -2.57722 -1.09705
C -2.75372 -3.84519 -2.02484
H -1.75149 -3.59567 -2.37088
C -2.71042 -5.16338 -1.25754
C -2.17022 -4.73638 0.10298
H -1.10728 -4.51380 0.01506
C -2.93783 -3.44748 0.39480
H -3.88998 -3.67377 0.87569
H -2.37878 -2.77792 1.04540
H -2.31535 -5.49027 0.87501
H -3.71649 -5.57383 -1.15188
H -2.08210 -5.90503 -1.74702
H -3.42180 -3.87338 -2.88413
C -0.78353 0.12776 -1.25833
N -0.70344 0.77983 0.05139
C -1.57155 1.77871 0.30526
O -2.52047 2.02512 -0.41541
C -1.23070 2.68815 1.49506
N -0.17553 3.54548 1.04649
N -0.31848 4.82264 0.80362
N 0.77936 5.24556 0.28887
C 1.60581 4.17859 0.21314
N 1.00989 3.09158 0.69666
C 2.91798 4.18589 -0.34863
C 3.55513 5.22135 -0.97663
C 4.82550 4.85610 -1.45815
C 5.13387 3.55841 -1.19030
S 3.88371 2.74680 -0.34222
H 6.02672 3.02297 -1.44432
H 5.48117 5.52743 -1.98275
H 3.11120 6.19421 -1.08167
H -2.09267 3.31963 1.71423
H -0.92772 2.11357 2.37184
C 0.26939 0.23789 0.97903
H 0.90201 -0.44156 0.40792
H 0.90092 1.03049 1.38423
C -0.38920 -0.55121 2.12390
C 0.43470 -1.76642 2.56033
H 0.18999 -2.64904 1.97571
C 0.08000 -1.88050 4.03899
H 0.83080 -2.40733 4.62194
H -0.88384 -2.37531 4.16435
C -0.02671 -0.40695 4.42420
H -0.69880 -0.22090 5.26473
H 0.96356 0.00576 4.66130
O -0.55251 0.26033 3.28611
H 1.49711 -1.54706 2.44555
H -1.39397 -0.86668 1.80088
C 0.51633 0.40211 -1.98588
C 0.73581 1.70301 -2.43394
C 1.93697 2.00468 -3.05114
N 2.89646 1.11532 -3.24547
C 2.68605 -0.11802 -2.82572
C 1.52303 -0.53080 -2.18929
H 1.40702 -1.55222 -1.86551
H 3.49405 -0.81545 -3.00344
H 2.14431 3.00554 -3.40761
H -0.01928 2.46362 -2.30133
H -1.58679 0.64254 -1.79930
```

E_tot	-52766.9272	eV
strongest force on any atom	1.27	eV/Å
frontier orbital gap	9.0	eV
structure (SMILES)	O=C(NC1CCCC1)[C@H](c1ccncc1)N(C[C@H]1CCCO1)C(=O)Cn1nnc(-c2cccs2)n1
total charge	0

natural (NBO) atomic charge list, values in e, 2 entries:
1 O -0.6550
2 C 0.6883


The following is a DFT calculation (wB97M-V/def2-TZVPD) of a cluster of 3 separate species, C18H17FN5O6PS in total in a non-equilibrium geometry.

Geometry as XYZ:
```
49
Properties=species:S:1:pos:R:3
O -3.69178 0.97423 -0.14684
C -3.73926 -0.25546 -0.73001
F -3.54424 -0.36928 -2.22198
N -4.00874 -1.46276 0.16099
C -2.89863 -2.50998 0.02597
O -3.27560 -3.81431 0.08371
C -1.34395 -2.00559 -0.14768
C -0.80445 -0.84971 0.88188
C 0.71358 -0.21401 0.80049
P 1.14728 1.15841 2.06205
S 0.84226 2.96267 1.29490
C 1.78204 -0.75034 -0.36922
C 1.27662 -1.96295 -1.40423
C -0.27530 -2.56903 -1.28031
C 2.28461 -2.59786 -2.57752
O 1.81907 -3.48448 -3.49462
C 3.85125 -2.10568 -2.65395
C 4.99321 -2.69352 -3.69100
C 6.56204 -2.13270 -3.76888
C 7.03960 -0.91313 -2.74218
C 5.90475 -0.34890 -1.70245
C 4.32590 -0.89361 -1.63339
C 3.30475 -0.16399 -0.52773
O 3.82434 0.88874 0.11833
H -4.06430 -1.09219 1.14443
H -1.56586 -0.44238 1.70618
H 0.38670 1.07677 3.30828
H 2.55221 1.14122 2.46657
H -0.69305 -3.40725 -2.00427
H 4.68604 -3.57142 -4.43314
H 7.35353 -2.53521 -4.53215
H 8.14628 -0.46521 -2.75841
H 6.22048 0.53877 -0.97333
C -2.07996 -0.43764 4.84532
O -1.08245 -0.15544 4.20041
N -2.77951 0.47730 5.54057
N -2.56894 -1.68871 4.91858
H -3.60317 0.26419 6.07740
H -2.44515 1.43162 5.51210
H -2.07192 -2.40796 4.40956
H -3.38888 -1.94047 5.44434
C -3.15686 4.92628 -1.20780
O -2.02473 4.95063 -0.75143
N -4.07597 4.02145 -0.82521
N -3.58670 5.80194 -2.13412
H -5.01301 3.98548 -1.18944
H -3.79318 3.34379 -0.12940
H -2.92592 6.49997 -2.44967
H -4.51506 5.79773 -2.52173
```

E_tot	-61498.9062	eV
strongest force on any atom	9.89	eV/Å
frontier orbital gap	5.5	eV
structure (SMILES)	O=C(F)NC(=O)c1cc([PH2]=S)c2c(c1)C(=O)c1ccccc1C2=O.NC(N)=O.NC(N)=O
total charge	0

natural (NBO) atomic charge list, values in e, 2 entries:
1 O -0.5643
2 C 0.9593


The following is a DFT calculation (wB97M-V/def2-TZVPD) of a structure of composition C10H10Cl2MgO4 in a non-equilibrium geometry.

Geometry as XYZ:
```
27
Properties=species:S:1:pos:R:3
C -2.58006 1.37249 -0.00204
C -1.89831 0.77280 -1.06514
C -0.63773 1.44410 -1.24694
H -2.29058 -0.00145 -1.73200
C -0.49827 2.39908 -0.23514
C -1.74824 2.43721 0.50109
H -2.10171 3.37874 0.90266
H -3.60882 1.26465 0.21144
H 0.04364 1.24414 -2.09785
H 0.11980 3.27041 -0.27668
Mg -0.53181 0.31549 0.77318
Cl -1.27367 -0.77259 2.75338
C 3.06349 -3.34392 -0.43261
C 3.85582 -2.31222 -0.99601
C 3.44907 -2.13285 -2.34189
H 4.66545 -1.77677 -0.49492
C 2.40598 -3.05409 -2.61062
C 2.16765 -3.80262 -1.43082
H 1.44768 -4.61700 -1.32381
H 3.15559 -3.74365 0.57950
H 3.88887 -1.43564 -3.05903
H 1.90244 -3.19011 -3.57091
O -2.45742 1.85761 4.73399
Cl -2.65823 2.43437 3.46583
O -3.99133 2.22819 3.02886
O -2.36711 3.83491 3.48452
O -1.52220 1.92869 2.48197
```

E_tot	-49204.1469	eV
strongest force on any atom	5.08	eV/Å
frontier orbital gap	6.1	eV
total charge	-2

natural (NBO) atomic charge list, values in e, 2 entries:
1 C -0.4356
2 C -0.4508


The following is a DFT calculation (wB97M-V/def2-TZVPD) of a cluster of 2 separate species, C3H6N2O2 in total in a non-equilibrium geometry.

Geometry as XYZ:
```
13
Properties=species:S:1:pos:R:3
C 1.47873 -0.07652 0.97424
C 0.29027 -0.05043 0.45752
C -0.81807 -0.77753 -0.17571
N -0.39483 -1.60283 -1.34637
N -0.56040 2.14348 0.50621
O -0.07832 2.95206 1.27691
O -1.56025 2.23388 -0.14148
H 2.17805 0.67157 1.18583
H 1.82353 -1.03197 0.65579
H -1.21137 -1.43378 0.52160
H -1.43440 0.09251 -0.60095
H -0.18732 -1.11087 -2.23807
H 0.47439 -2.00956 -1.07551
```

E_tot	-10276.9091	eV
strongest force on any atom	4.35	eV/Å
frontier orbital gap (alpha / beta)	8.1 / 8.2	eV
total charge	0

natural (NBO) atomic charge list, values in e, 2 entries:
1 C -0.4959
2 C 0.2693


The following is a DFT calculation (wB97M-V/def2-TZVPD) of an isolated molecule of C8H11NO2 in a non-equilibrium geometry.

Geometry as XYZ:
```
22
Properties=species:S:1:pos:R:3
C -1.21660 -1.50597 0.74191
C -2.16888 -1.08345 1.35678
C 0.37094 -1.64719 0.98431
C 1.46122 -0.36852 0.76703
C 1.25988 0.15769 -1.75326
C -0.21677 0.45204 -1.94873
C 1.10073 0.63865 -0.25733
C -0.35437 0.90509 -0.51494
N -1.27487 1.45026 0.24821
O -0.96784 1.70613 1.57622
O -2.39101 1.86890 -0.13474
H -1.46866 1.17823 1.99894
H -3.05605 -0.69732 1.40832
H 0.35480 -2.11675 1.93684
H 0.68776 -2.36393 0.27143
H 1.46392 0.06324 1.70670
H 2.47547 -0.75535 0.66265
H 1.60520 -0.95941 -1.61211
H 2.02510 0.56847 -2.40440
H -0.48550 1.25298 -2.50840
H -0.79179 -0.33340 -2.37269
H 1.58730 1.58961 -0.15273
```

E_tot	-14050.4638	eV
strongest force on any atom	10.20	eV/Å
frontier orbital gap	8.9	eV
structure (SMILES)	C#CCC[C@H]1CC/C1=[N+](\[O-])O
total charge	0

natural (NBO) atomic charge list, values in e, 2 entries:
1 C -0.0046
2 C -0.2582


The following is a DFT calculation (wB97M-V/def2-TZVPD) of a cluster of 2 separate species, C14H16 in total in a non-equilibrium geometry.

Geometry as XYZ:
```
30
Properties=species:S:1:pos:R:3
C 1.80469 2.39857 0.29184
C -1.04461 0.95177 2.26853
C 0.22010 1.16034 1.79239
C -2.12558 1.42051 1.47864
C 0.43620 1.86498 0.58510
C -1.93378 2.07297 0.26368
C -0.65642 2.23862 -0.21448
H -1.22321 0.50383 3.23584
H 1.12031 0.97844 2.36750
H -3.11600 1.31339 1.89765
H -2.85353 2.40704 -0.19998
H 2.51750 1.77272 0.85256
H 2.09541 3.37496 0.67057
H -0.43510 2.61758 -1.20554
H 2.16715 2.23389 -0.72844
C 1.83727 -0.65508 -1.78425
C -0.01153 -3.40147 0.03078
C -1.24026 -2.78795 0.21799
C 0.93831 -2.77083 -0.78631
C 0.70072 -1.49406 -1.29789
C -1.58023 -1.65479 -0.57171
C -0.64645 -1.01542 -1.33735
H 0.28898 -4.37312 0.39853
H -2.01846 -3.24574 0.81381
H 1.96093 -3.10502 -0.63851
H -2.61079 -1.33082 -0.63842
H 2.47190 -1.09798 -2.55258
H 2.48801 -0.36144 -0.95301
H -0.97284 -0.29137 -2.07189
H 1.42131 0.27546 -2.18504
```

E_tot	-14768.4920	eV
strongest force on any atom	2.75	eV/Å
frontier orbital gap (alpha / beta)	8.5 / 3.8	eV
⟨S²⟩	0.766
spin multiplicity	2
total charge	+1

natural (NBO) atomic charge list, values in e, 2 entries:
1 C -0.6560
2 C -0.1992